ORCA calculation (wB97M-V/def2-TZVPD) on C33H47FN5O3OsP as an isolated structure in a non-equilibrium geometry.

```
! RIJCOSX wB97M-V def2-TZVPD def2/J DEFGRID3
* xyz 4 5
Os 1.238 -1.711 -0.628
C -6.427 -0.137 -0.861
C -5.510 0.198 -1.996
N -4.090 0.194 -1.575
C -3.452 -1.012 -1.512
C -2.071 -1.141 -1.265
C -1.597 -2.506 -1.063
O -2.337 -3.422 -1.357
O -0.276 -2.773 -0.814
C -1.198 0.031 -1.333
O 0.058 -0.018 -1.386
C -1.963 1.223 -1.202
C -1.224 2.388 -1.000
C -1.864 3.588 -0.785
F -1.122 4.707 -0.694
C -3.299 3.657 -0.609
C -4.020 2.475 -0.933
C -3.367 1.289 -1.213
N -3.974 4.797 -0.288
C -3.436 6.133 -0.754
C -4.575 7.122 -0.938
N -5.814 6.682 -0.291
C -5.552 6.098 1.076
C -4.663 4.869 1.040
H -7.416 0.240 -1.105
H -6.003 0.354 0.049
H -6.563 -1.211 -0.711
H -5.701 1.220 -2.440
H -5.603 -0.596 -2.830
H -4.021 -1.926 -1.572
H -0.174 2.262 -1.115
H -5.116 2.532 -0.925
H -2.870 6.012 -1.694
H -2.708 6.495 0.006
H -4.847 7.308 -1.988
H -4.283 8.091 -0.495
H -6.228 6.009 -0.923
H -6.540 7.459 -0.256
H -6.523 5.801 1.522
H -5.150 6.912 1.679
H -5.217 3.893 1.194
H -4.006 4.937 1.878
C 0.695 -2.572 2.616
C 1.507 -3.734 2.044
C 2.398 -4.412 3.057
C 0.544 -4.809 1.448
P 2.675 -3.043 0.649
C 4.069 -2.169 1.569
C 5.257 -2.843 1.987
C 6.132 -2.163 2.822
C 5.852 -0.915 3.324
C 4.651 -0.318 3.006
C 3.757 -0.935 2.124
C 3.509 -4.145 -0.644
C 2.492 -4.526 -1.812
C 3.910 -5.493 -0.028
C 4.677 -3.360 -1.321
H 0.175 -2.937 3.533
H 0.082 -2.047 1.887
H 1.410 -1.797 2.941
H 1.880 -4.609 4.001
H 3.278 -3.842 3.355
H 2.710 -5.378 2.679
H 0.117 -5.395 2.304
H 1.129 -5.558 0.902
H -0.283 -4.433 0.795
H 5.577 -3.754 1.531
H 7.089 -2.657 3.010
H 6.565 -0.402 4.009
H 4.412 0.625 3.453
H 2.860 -0.430 1.855
H 1.620 -5.035 -1.349
H 3.096 -5.299 -2.373
H 2.179 -3.771 -2.441
H 3.032 -6.040 0.320
H 4.581 -5.422 0.828
H 4.295 -6.138 -0.812
H 4.284 -2.571 -1.971
H 5.268 -4.111 -1.867
H 5.345 -2.835 -0.574
C 2.613 2.593 -2.482
N 3.188 1.651 -1.524
C 4.281 2.010 -0.633
C 2.832 0.405 -1.618
N 2.611 -0.586 -0.957
H 1.463 2.506 -2.472
H 2.953 2.238 -3.468
H 3.077 3.633 -2.333
H 5.200 1.452 -0.937
H 3.978 1.782 0.381
H 4.480 3.065 -0.707
*
```

Calculated values
M: 801.97 g/mol
Kohn-Sham gap (spin up / spin down): 7.195 / 3.134 eV
HOMO level (spin up / spin down): -17.73 / -17.71 eV
LUMO energy (spin up / spin down): -10.54 / -14.57 eV

From a Löwdin analysis of the wavefunction, the atomic charges in e read: number 1, Os, carries 1.452; number 2, C, carries -0.063; number 3, C, carries -0.176; number 4, N, carries -0.012; number 5, C, carries 0.110; number 6, C, carries -0.015; number 7, C, carries -0.471; number 8, O, carries 0.154; number 9, O, carries -0.274; number 10, C, carries -0.278; number 11, O, carries -0.138; number 12, C, carries -0.067; number 13, C, carries 0.084; number 14, C, carries -0.148; number 15, F, carries 0.086; number 16, C, carries -0.145; number 17, C, carries 0.090; number 18, C, carries -0.140; number 19, N, carries -0.087; number 20, C, carries -0.091; number 21, C, carries -0.105; number 22, N, carries 0.054; number 23, C, carries -0.071; number 24, C, carries -0.095; number 25, H, carries 0.092; number 26, H, carries 0.097; number 27, H, carries 0.093; number 28, H, carries 0.140; number 29, H, carries 0.168; number 30, H, carries 0.162; number 31, H, carries 0.099; number 32, H, carries 0.133; number 33, H, carries 0.144; number 34, H, carries 0.140; number 35, H, carries 0.152; number 36, H, carries 0.155; number 37, H, carries 0.179; number 38, H, carries 0.230; number 39, H, carries 0.154; number 40, H, carries 0.147; number 41, H, carries 0.149; number 42, H, carries 0.123; number 43, C, carries -0.083; number 44, C, carries -0.642; number 45, C, carries -0.071; number 46, C, carries -0.052; number 47, P, carries 1.037; number 48, C, carries -0.256; number 49, C, carries 0.044; number 50, C, carries 0.024; number 51, C, carries 0.043; number 52, C, carries 0.065; number 53, C, carries -0.066; number 54, C, carries -0.658; number 55, C, carries -0.063; number 56, C, carries -0.071; number 57, C, carries -0.058; number 58, H, carries 0.130; number 59, H, carries 0.049; number 60, H, carries 0.065; number 61, H, carries 0.117; number 62, H, carries 0.074; number 63, H, carries 0.091; number 64, H, carries 0.127; number 65, H, carries 0.065; number 66, H, carries 0.085; number 67, H, carries 0.119; number 68, H, carries 0.155; number 69, H, carries 0.170; number 70, H, carries 0.145; number 71, H, carries 0.087; number 72, H, carries 0.091; number 73, H, carries 0.128; number 74, H, carries 0.035; number 75, H, carries 0.077; number 76, H, carries 0.076; number 77, H, carries 0.105; number 78, H, carries 0.068; number 79, H, carries 0.116; number 80, H, carries 0.081; number 81, C, carries 0.014; number 82, N, carries -0.163; number 83, C, carries 0.019; number 84, C, carries -0.100; number 85, N, carries -0.111; number 86, H, carries 0.111; number 87, H, carries 0.111; number 88, H, carries 0.140; number 89, H, carries 0.131; number 90, H, carries 0.087; number 91, H, carries 0.103